1.
# C38H32F6N5OP2SScSe

C38H32F6N5OP2SScSe as an isolated structure (wB97M-V/def2-TZVPD, the Open Molecules 2025 dataset).

⟨S²⟩ = 0.76
Total charge = +1
HOMO-LUMO gap (alpha / beta) = 5.21 / 7.30 eV
Electronic energy = -181190.7738 eV
Multiplicity = 2
LUMO energy (alpha / beta) = -3.4 / -3.4 eV
ΔE to the lowest compared entry with this formula, charge and spin = 51.7 kJ/mol

Positions of all 87 atoms, in Å:
Se (-2.7635, 1.6619, 0.9717)
Sc (-0.8970, 0.0122, -0.4431)
S (-0.9128, 2.5804, 1.8164)
P (1.3177, 0.0261, 1.2043)
P (-3.1732, -1.0368, -2.3942)
F (-3.7603, -2.4777, -2.6079)
F (-4.0234, -0.8209, -1.0504)
F (-2.1418, -1.1836, -3.5859)
F (-2.3962, 0.4452, -2.0109)
F (-1.9446, -1.6988, -1.3675)
F (-4.2284, -0.2761, -3.2673)
O (-2.3206, -1.9149, 1.4436)
N (-0.1777, 1.9535, -1.0901)
N (0.5883, -0.5282, -1.8675)
N (-0.7175, 4.9819, 0.7144)
N (-0.9778, -1.7353, 1.1458)
N (-0.2816, 3.2818, -0.7534)
C (-4.9188, -0.0479, 4.7497)
C (1.2284, -0.0767, 5.8063)
C (-5.3456, -0.3453, 3.4620)
C (-0.8095, 4.5575, -4.6623)
C (1.5555, 3.4137, -3.7720)
C (0.0732, -0.0331, 3.7010)
C (1.4357, -2.0560, -3.5034)
C (3.5445, 3.4302, 0.9990)
C (-3.8184, 0.7716, 4.9426)
C (3.9637, -3.0995, 0.6325)
C (1.4415, -1.0243, -4.4713)
C (1.0433, 0.2302, -4.1240)
C (2.0690, -1.6327, 0.9616)
C (0.2787, 1.7963, -2.3545)
C (0.3381, 2.9340, -3.3059)
C (4.1629, 3.3183, -0.2365)
C (-3.5674, 0.9862, 2.5802)
C (-0.5976, 3.6546, 0.4172)
C (3.9748, 2.1769, -1.0048)
C (1.2874, 0.0483, 3.0268)
C (3.1632, 1.1536, -0.5439)
C (2.7420, 2.4014, 1.4718)
C (2.5504, 1.2530, 0.7070)
C (3.4252, -1.8218, 0.7522)
C (0.4105, 5.0372, -5.1234)
C (2.4756, 0.0560, 3.7566)
C (1.5922, 4.4660, -4.6764)
C (-0.2117, -2.7414, 1.2990)
C (1.7955, -4.0424, 0.9807)
C (-4.6716, 0.1701, 2.3665)
C (-0.8461, 3.5138, -3.7534)
C (0.0431, -0.0978, 5.0870)
C (0.6522, 0.5005, -2.7850)
C (0.9819, -1.7689, -2.2532)
C (1.2410, -2.7676, 1.0701)
C (-3.1294, 1.2975, 3.8555)
C (2.4455, 0.0014, 5.1402)
C (3.1521, -4.2129, 0.7479)
H (-6.2086, -0.9787, 3.3070)
H (2.2682, 2.4926, 2.4419)
H (3.4278, 0.1092, 3.2418)
H (4.4600, 2.0839, -1.9680)
H (-5.0000, -0.0668, 1.3610)
H (-3.4943, 1.0180, 5.9455)
H (0.9038, -2.5476, -1.5054)
H (1.1551, -4.9097, 1.0860)
H (-5.4505, -0.4488, 5.6019)
H (-0.8305, 5.2716, 1.6673)
H (2.5438, 4.8378, -5.0330)
H (-1.7942, 3.1367, -3.3895)
H (-2.5644, -2.8354, 1.2561)
H (3.6905, 4.3173, 1.6009)
H (-0.3820, 5.6475, 0.0376)
H (3.5684, -5.2074, 0.6683)
H (1.0179, 1.0264, -4.8521)
H (3.0037, 0.2777, -1.1610)
H (-2.2839, 1.9515, 4.0216)
H (1.2069, -0.1242, 6.8871)
H (-0.9075, -0.1666, 5.6001)
H (0.4381, 5.8535, -5.8329)
H (4.7926, 4.1191, -0.6009)
H (5.0253, -3.2187, 0.4612)
H (-0.6568, -3.6811, 1.6311)
H (3.3711, 0.0147, 5.7000)
H (1.7412, -1.2329, -5.4894)
H (2.4754, 2.9646, -3.4173)
H (-0.8590, -0.0555, 3.1497)
H (4.0786, -0.9622, 0.6821)
H (1.7377, -3.0632, -3.7488)
H (-1.7336, 4.9968, -5.0139)

Mulliken atomic charge list, values in e, 4 entries:
1. Se -0.072
2. Sc -0.828
3. S -0.393
4. P 2.325

---

2.
# C38H32GeKNO4Si

C38H32GeKNO4Si as an isolated structure (wB97M-V/def2-TZVPD, the Open Molecules 2025 dataset).

Total charge = -2
HOMO-LUMO gap = 5.93 eV
Electronic energy = -130323.6857 eV
LUMO energy = 4.2 eV
ΔE to the lowest compared entry with this formula, charge and spin = 209.1 kJ/mol

Positions of all 78 atoms, in Å:
Ge (-3.1934, -1.2956, 0.8523)
K (0.1324, -0.1393, -0.4032)
Si (1.2451, 2.9428, -0.7399)
O (2.3186, -0.3635, 0.4223)
O (-0.4444, -3.7849, 4.8815)
O (1.1494, -5.1059, 3.8583)
O (3.8841, -1.9519, 0.6599)
N (0.2685, 1.2921, -2.6881)
C (3.0086, 2.8710, -1.4699)
C (-0.8849, -4.9544, 1.2479)
C (-0.3144, 4.4599, -2.7071)
C (0.0706, 0.7889, -6.8540)
C (0.8991, 5.7702, -1.1301)
C (1.2607, -3.8017, 3.3924)
C (-0.0705, -5.1205, 4.5875)
C (0.3002, -3.0133, 4.0064)
C (3.8725, 3.9674, -1.4708)
C (2.8402, -1.3703, 0.9688)
C (-3.6296, -0.9990, 2.8205)
C (0.2344, 1.1552, -4.0301)
C (-1.2535, -3.6201, 1.1290)
C (0.5840, 4.5091, -1.6397)
C (1.9935, -1.9464, 2.1211)
C (5.1844, 3.8536, -1.9025)
C (0.1702, -1.6759, 3.7217)
C (-0.7106, 0.0358, -5.9801)
C (1.0352, -1.1665, 2.7539)
C (3.5131, 1.6472, -1.9093)
C (-0.8263, 5.6189, -3.2675)
C (-4.2724, -0.4535, 5.5200)
C (-3.3092, -1.8880, 3.8468)
C (-1.8586, -5.9367, 1.3483)
C (-2.5881, -3.2174, 1.0832)
C (1.0178, 1.9115, -4.9379)
C (2.1341, -3.3009, 2.4616)
C (4.8137, 1.5325, -2.3686)
C (0.9321, 1.7268, -6.3008)
C (5.6547, 2.6337, -2.3638)
C (-3.5434, -4.2299, 1.1744)
C (-0.6405, 0.2063, -4.6185)
C (-0.4812, 6.8636, -2.7613)
C (-3.1968, -5.5628, 1.3173)
C (-3.6210, -1.6276, 5.1719)
C (0.3800, 6.9343, -1.6783)
C (-4.6089, 0.4467, 4.5199)
C (-4.2969, 0.1661, 3.1986)
H (-3.3358, -2.3440, 5.9362)
H (-1.5786, -6.9807, 1.4477)
H (1.5621, 2.3365, -6.9431)
H (1.5491, 5.8694, -0.2666)
H (-4.5805, 0.8803, 2.4299)
H (2.8882, -3.8921, 1.9639)
H (5.8359, 4.7193, -1.8867)
H (-3.9727, -6.3196, 1.3978)
H (-1.2693, -0.3873, -3.9654)
H (2.8864, 0.7703, -1.8743)
H (-4.5952, -3.9629, 1.1361)
H (-0.6065, 3.4989, -3.1062)
H (-0.8891, 7.7668, -3.1996)
H (-0.8532, -5.5830, 3.9683)
H (-0.4625, -2.8746, 1.1017)
H (-1.4003, -0.7070, -6.3708)
H (5.1735, 0.5708, -2.7059)
H (-2.7850, -2.8069, 3.6157)
H (-1.5053, 5.5409, -4.1093)
H (0.6470, 7.8964, -1.2533)
H (0.0925, -5.6520, 5.5292)
H (0.9537, -0.1262, 2.4681)
H (-5.1194, 1.3732, 4.7695)
H (1.7099, 2.6488, -4.5355)
H (0.0090, 0.6465, -7.9253)
H (-0.5953, -1.0704, 4.1810)
H (0.1694, -5.2166, 1.2807)
H (0.9691, 2.0504, -2.6050)
H (-1.7434, -0.6879, 0.9725)
H (3.5315, 4.9397, -1.1410)
H (6.6771, 2.5372, -2.7096)
H (-4.5148, -0.2418, 6.5556)

Mulliken atomic charge list, values in e, 4 entries:
1. Ge 0.248
2. K 1.076
3. Si -0.313
4. O -0.585

---

3.
# C38H32INO2P2PtS

C38H32INO2P2PtS as an isolated structure (wB97M-V/def2-TZVPD, the Open Molecules 2025 dataset).

Total charge = 0
HOMO-LUMO gap = 6.70 eV
Electronic energy = -86272.3490 eV
LUMO energy = -0.8 eV
ΔE to the lowest compared entry with this formula, charge and spin = 98.3 kJ/mol

Positions of all 78 atoms, in Å:
Pt (-1.8007, 1.1931, 0.2424)
I (-3.8433, -4.8472, -3.5341)
S (-0.2988, 2.6912, -0.4000)
P (1.8977, 0.0775, -0.9217)
P (-0.2546, -0.0402, 1.0979)
O (-4.6579, 2.0060, -2.2619)
O (-3.7240, 1.4956, -0.3049)
N (0.7689, -0.8705, 0.0248)
C (-0.0757, 3.9291, 0.8444)
C (-3.5421, -2.5901, -1.5608)
C (-3.9651, -2.8906, -2.8467)
C (1.1414, 0.1952, -2.5822)
C (-2.4063, -1.2338, 2.4076)
C (0.9274, 1.7848, 4.5177)
C (1.5024, 0.7134, -4.9158)
C (-3.6237, -1.2796, -1.1137)
C (0.4721, 5.9720, 2.6671)
C (-0.3301, -2.4499, 2.4940)
C (-4.5520, -0.5945, -3.2053)
C (2.3116, 1.6706, 4.5063)
C (1.1883, 5.8806, 1.4789)
C (0.8148, 0.6497, 2.3947)
C (-0.9287, -3.4102, 3.2880)
C (0.2851, -2.1473, -0.5448)
C (0.1319, 0.6958, -5.1414)
C (3.0747, -2.2615, -2.1192)
C (5.3371, -2.0667, -0.5224)
C (-2.2678, -3.2861, 3.6449)
C (0.9223, 4.8676, 0.5748)
C (2.1960, 0.5102, 2.4035)
C (-1.0739, -1.3603, 2.0343)
C (-3.0049, -2.1979, 3.2114)
C (-0.5277, 5.0482, 2.9261)
C (-0.2287, 0.1814, -2.8217)
C (-4.1099, -0.2652, -1.9271)
C (5.2038, -3.1245, -1.4078)
C (-0.8082, 4.0360, 2.0190)
C (-0.7326, 0.4321, -4.0910)
C (-4.4777, -1.8969, -3.6711)
C (-4.1849, 1.1891, -1.5071)
C (4.3307, -1.1143, -0.4309)
C (3.1808, -1.2058, -1.2130)
C (0.1854, 1.2783, 3.4659)
C (4.0738, -3.2170, -2.2108)
C (2.9427, 1.0290, 3.4528)
C (2.0014, 0.4727, -3.6465)
H (-3.1639, -3.3661, -0.9086)
H (-1.1062, 5.1156, 3.8391)
H (-0.2585, 0.8922, -6.1312)
H (-0.9252, -0.0304, -2.0191)
H (-2.7309, -4.0387, 4.2695)
H (6.2252, -1.9751, 0.0890)
H (2.6925, -0.0137, 1.6004)
H (0.7168, -2.5399, 2.2306)
H (-0.7156, -2.3898, -0.1940)
H (1.4902, 4.8002, -0.3451)
H (0.6867, 6.7609, 3.3754)
H (-4.9431, 0.1970, -3.8308)
H (-4.8165, -2.1382, -4.6692)
H (-0.3511, -4.2570, 3.6349)
H (0.2479, -2.0954, -1.6303)
H (-4.0437, -2.0920, 3.4933)
H (3.0732, 0.5049, -3.4835)
H (3.9717, -4.0363, -2.9106)
H (2.8953, 2.0773, 5.3217)
H (2.1858, 0.9167, -5.7302)
H (1.9651, 6.6006, 1.2554)
H (4.0200, 0.9256, 3.4445)
H (-1.8031, 0.4263, -4.2478)
H (-2.9893, -0.3780, 2.0808)
H (-0.8948, 1.3700, 3.4834)
H (-1.6117, 3.3346, 2.2095)
H (4.4475, -0.2755, 0.2460)
H (0.4274, 2.2712, 5.3447)
H (5.9848, -3.8699, -1.4836)
H (0.9554, -2.9590, -0.2573)
H (-3.3176, -1.0618, -0.0977)
H (2.2144, -2.3254, -2.7741)

Mulliken atomic charge list, values in e, 4 entries:
1. Pt 2.816
2. I 0.091
3. S -0.599
4. P 0.506

---

Which of these has the lowest ΔE to the lowest compared entry with this formula, charge and spin?
C38H32F6N5OP2SScSe

---

Among the records above, which one has the lowest ΔE to the lowest compared entry with this formula, charge and spin?
C38H32F6N5OP2SScSe

---

Among the records above, which one has the highest electronic energy?
C38H32INO2P2PtS